{
  "formula": "FH2NO4PS3",
  "method": "ωB97M-V/def2-TZVPD",
  "orbital_gap_ev": 8.909,
  "total_charge": -1,
  "species": ["O", "S", "O", "F", "N", "S", "O", "O", "P", "S", "H", "H"],
  "xyz": [[-0.333083, 1.852435, 1.188730], [-0.724501, 1.871318, -0.189506], [-0.523238, 3.060068, -0.952703], [-2.302657, 1.693880, -0.143330], [-0.236524, 0.630461, -1.023849], [-0.482766, -0.866715, -0.566887], [-1.523819, -1.045982, 0.413868], [-0.438592, -1.724694, -1.717655], [1.347063, -1.287428, 0.551375], [1.902698, -3.138262, 0.755534], [2.276983, -0.429833, -0.059600], [1.038436, -0.615250, 1.744024]],
  "forces_ev_per_a": [[0.0, 0.0, 0.0], [0.0, -0.1, 0.0], [0.0, -0.1, 0.1], [0.1, 0.0, 0.0], [-0.3, 0.1, -0.2], [0.3, -0.1, 0.3], [-0.1, 0.0, -0.2], [0.0, 0.1, 0.0], [0.0, -0.3, 0.1], [0.0, 0.1, 0.0], [-0.1, 0.0, 0.0], [0.0, 0.1, -0.1]]
}

=====

{
  "formula": "C8H12IO6Ti",
  "method": "ωB97M-V/def2-TZVPD",
  "orbital_gap_ev": [5.343, 7.475],
  "relative_energy_kj_mol": 220.6,
  "spin_multiplicity": 4,
  "species": ["Ti", "I", "C", "C", "C", "O", "C", "O", "O", "H", "H", "H", "H", "H", "H", "C", "C", "C", "O", "C", "O", "O", "H", "H", "H", "H", "H", "H"],
  "xyz": [[3.789306, 0.453217, -0.029641], [5.063306, -2.214383, -0.427851], [-1.263674, 0.298507, 4.582839], [-0.817574, -0.668453, 3.457219], [-1.556754, -0.484073, 2.237499], [-0.625764, -0.565563, 1.164569], [0.549606, -0.259353, 1.652589], [1.498246, 0.089457, 0.918579], [0.473126, -0.359633, 3.045399], [-0.339084, 0.771117, 4.914299], [-1.530064, -0.383263, 5.390499], [-2.036284, 1.066797, 4.552849], [-0.934864, -1.638203, 3.940879], [-2.303244, 0.298247, 2.374699], [-2.167584, -1.382943, 2.153629], [-0.910234, -0.448023, -2.278531], [0.077866, -0.175793, -3.492741], [-0.057454, 1.336807, -3.785371], [1.262116, 1.745277, -3.810521], [2.033686, 0.857467, -2.999141], [3.022596, 1.152547, -2.382951], [1.465956, -0.308623, -3.012351], [-1.828414, -0.863513, -2.693741], [-1.221564, 0.362537, -1.619621], [-0.362834, -1.228723, -1.750351], [-0.262334, -0.779743, -4.333941], [-0.618444, 1.790387, -2.968261], [-0.399634, 1.537917, -4.800541]],
  "forces_ev_per_a": [[-0.2, -1.0, -0.5], [-0.4, 0.8, 0.2], [1.2, -0.9, 1.3], [-0.6, 1.5, 2.4], [-3.4, -2.8, -1.1], [-1.1, 1.0, -0.5], [2.6, 1.0, -0.4], [-2.2, -1.1, 2.8], [3.2, 0.5, -1.9], [-0.1, 0.2, 0.1], [-0.2, 0.4, 0.4], [0.0, -0.2, -1.0], [0.8, -0.4, -0.7], [0.7, 0.9, -1.3], [-0.3, 0.0, -0.5], [1.1, -1.5, -1.3], [-2.2, 1.5, 2.2], [0.3, -1.3, -1.0], [3.2, 0.3, 1.8], [-0.6, 2.0, -0.8], [-0.4, 0.1, -0.3], [-1.8, -1.4, -0.6], [0.0, -0.2, 0.1], [0.7, 0.2, -0.2], [-0.6, -0.1, 0.6], [1.2, -0.4, 0.1], [0.0, 0.5, -0.4], [-0.7, 0.1, 0.3]]
}

=====

{
  "formula": "C3H6N2O2",
  "method": "ωB97M-V/def2-TZVPD",
  "orbital_gap_ev": 9.808,
  "relative_energy_kj_mol": 633.3,
  "smiles": "NNC(=O)[C@H]1CO1",
  "species": ["N", "N", "C", "O", "C", "C", "O", "H", "H", "H", "H", "H", "H"],
  "xyz": [[2.210476, -0.864516, -0.132574], [1.695074, 0.377159, 0.308780], [0.307992, 0.518245, 0.047287], [-0.369643, 1.583459, -0.040092], [-0.628856, -0.626298, -0.177908], [-1.753083, -0.739355, 0.688222], [-1.954060, -0.059325, -0.691250], [3.184307, -1.123979, 0.306496], [2.776362, -0.674969, -1.094598], [2.488168, 1.176740, 0.571553], [-0.170772, -1.417380, -0.950963], [-2.317254, -1.683704, 0.981849], [-2.266360, 0.026173, 1.457350]],
  "forces_ev_per_a": [[5.0, -0.3, -2.5], [1.2, 1.6, 0.7], [-1.6, 4.5, 0.0], [4.2, -1.6, 1.1], [0.9, -0.6, -3.6], [-5.0, 1.0, 1.0], [2.0, -3.4, 2.5], [-2.8, 0.7, 0.5], [-2.4, -0.3, 1.8], [-3.7, -2.3, -1.2], [-1.5, 1.2, 2.4], [1.1, 0.7, -1.4], [2.6, -1.2, -1.4]]
}

=====

{
  "formula": "C49H49BF6IN8O3PSr",
  "method": "ωB97M-V/def2-TZVPD",
  "orbital_gap_ev": [6.622, 6.966],
  "relative_energy_kj_mol": 24.1,
  "total_charge": -1,
  "spin_multiplicity": 2,
  "species": ["Sr", "C", "C", "C", "C", "N", "N", "B", "N", "C", "C", "C", "C", "N", "N", "C", "C", "C", "C", "N", "N", "C", "C", "C", "C", "N", "H", "H", "H", "H", "H", "H", "H", "H", "H", "H", "H", "H", "H", "H", "H", "H", "H", "H", "H", "H", "O", "C", "C", "C", "C", "C", "C", "C", "P", "C", "C", "C", "C", "C", "C", "C", "C", "C", "C", "C", "C", "H", "H", "H", "H", "H", "H", "H", "H", "H", "H", "H", "H", "H", "H", "I", "C", "C", "C", "C", "C", "C", "C", "O", "C", "C", "C", "H", "H", "H", "H", "H", "H", "H", "H", "H", "H", "H", "H", "C", "C", "O", "C", "F", "F", "F", "C", "F", "F", "F", "H", "H", "H"],
  "xyz": [[0.387400, -1.212325, -0.381218], [-1.415159, -1.853161, 3.783769], [-1.399853, -3.072018, 2.916828], [-2.263584, -4.182220, 2.968444], [-1.809415, -5.019271, 1.978826], [-0.738835, -4.439151, 1.398968], [-0.492835, -3.218106, 1.964092], [0.025189, -4.871776, 0.140061], [-0.751220, -4.403941, -1.141834], [-1.675461, -5.125065, -1.805425], [-2.317378, -4.302604, -2.700906], [-1.725298, -3.044441, -2.510950], [-2.024732, -1.758064, -3.210400], [-0.796373, -3.108411, -1.565818], [1.489897, -4.311886, 0.195654], [2.622895, -5.012533, 0.388558], [3.667549, -4.128877, 0.543089], [3.079516, -2.858035, 0.449856], [3.729104, -1.508728, 0.593012], [1.769419, -2.984428, 0.237001], [0.165534, -6.403129, 0.005173], [0.670170, -7.031988, -1.079624], [0.683729, -8.381088, -0.821478], [0.151643, -8.489379, 0.481886], [-0.097242, -9.723212, 1.293723], [-0.152983, -7.299735, 0.972332], [-2.389769, -1.739396, 4.261284], [-0.660209, -1.915307, 4.572429], [-1.230997, -0.958909, 3.187787], [-3.097717, -4.341657, 3.633327], [-2.147595, -5.992148, 1.665498], [-1.816046, -6.172476, -1.590252], [-3.104570, -4.565568, -3.388543], [-1.789780, -1.831224, -4.274159], [-3.080858, -1.504284, -3.102341], [-1.454013, -0.925157, -2.801145], [2.608134, -6.089804, 0.409994], [4.705277, -4.366433, 0.709471], [4.782425, -1.570972, 0.318341], [3.256104, -0.759555, -0.052847], [3.675052, -1.169792, 1.628080], [0.982812, -6.470192, -1.946666], [1.025615, -9.172669, -1.469194], [0.422741, -10.580687, 0.865445], [0.249256, -9.587682, 2.318516], [-1.161300, -9.964597, 1.335144], [1.600454, -1.034947, 2.974634], [1.627652, -0.081883, 3.629549], [1.784995, 1.022722, 4.418879], [2.638219, 0.953786, 5.573923], [2.754757, 2.059717, 6.372498], [2.073743, 3.253396, 6.081152], [1.268457, 3.322121, 4.939956], [1.102142, 2.249432, 4.093019], [0.111003, 2.140749, 2.570643], [-1.167605, 3.426893, 2.750493], [-2.461023, 3.004695, 3.050560], [-3.478926, 3.933917, 3.237850], [-3.214390, 5.289624, 3.114799], [-1.929990, 5.720078, 2.797557], [-0.914708, 4.793247, 2.616410], [1.244705, 2.848138, 1.317648], [0.745841, 3.411614, 0.146321], [1.605167, 3.815765, -0.866761], [2.973563, 3.640845, -0.734820], [3.481662, 3.065692, 0.421560], [2.625655, 2.676362, 1.440959], [3.161687, 0.036147, 5.807084], [3.387894, 2.004147, 7.250068], [2.176248, 4.114019, 6.728477], [0.748212, 4.246273, 4.714448], [-2.672173, 1.942888, 3.109836], [-4.481878, 3.592045, 3.463388], [-4.008988, 6.013491, 3.252022], [-1.721156, 6.776924, 2.686993], [0.079563, 5.131020, 2.346345], [-0.325281, 3.519746, 0.013272], [1.196735, 4.244630, -1.773070], [3.639708, 3.932452, -1.537303], [4.548363, 2.908476, 0.525806], [3.038815, 2.232782, 2.340254], [-2.485755, -0.320858, 0.453647], [-3.565615, 7.412775, -3.736011], [-3.127930, 6.036698, -3.306226], [-3.788863, 5.366563, -2.288766], [-3.426076, 4.077004, -1.908626], [-4.137622, 3.454165, -0.727664], [-2.357286, 3.453298, -2.568081], [-1.964835, 2.077320, -2.143935], [-0.830429, 1.663393, -2.202246], [-1.653578, 4.122575, -3.583739], [-0.477140, 3.499356, -4.294235], [-2.064210, 5.400699, -3.939482], [-4.084981, 7.934194, -2.931144], [-4.248897, 7.355692, -4.587391], [-2.713924, 8.022403, -4.040956], [-4.607291, 5.855886, -1.768540], [-5.136423, 3.881179, -0.624477], [-3.593081, 3.669791, 0.196626], [-4.233002, 2.371457, -0.776166], [-2.747726, 1.426533, -1.733890], [0.371000, 3.364423, -3.623039], [-0.175542, 4.130197, -5.131418], [-0.707918, 2.501481, -4.670222], [-1.531469, 5.918585, -4.732245], [3.621720, -1.523714, -2.825115], [2.579136, -0.393281, -2.850381], [1.813153, -0.322282, -1.726590], [3.338679, 0.944445, -3.042861], [2.527120, 1.973857, -3.322488], [4.002068, 1.252583, -1.913177], [4.266329, 0.896941, -4.025525], [1.655916, -0.640443, -4.072649], [2.297967, -0.533020, -5.258121], [0.612838, 0.189922, -4.114105], [1.162038, -1.894948, -4.012232], [4.457312, -1.247162, -2.182929], [4.011707, -1.748086, -3.818405], [3.147216, -2.414516, -2.415486]],
  "forces_ev_per_a": [[-2.1, 1.0, 1.1], [-0.1, 0.0, 0.0], [0.0, 0.1, 0.1], [0.0, 0.0, 0.0], [0.0, 0.0, 0.0], [0.1, 0.1, 0.0], [-0.1, -0.3, -0.2], [0.2, 0.1, 0.0], [0.1, 0.2, 0.0], [0.0, 0.0, 0.1], [0.0, 0.0, 0.0], [0.0, 0.2, 0.0], [-0.1, 0.0, 0.0], [0.0, -0.7, -0.1], [-0.1, 0.3, 0.0], [-0.1, -0.1, 0.0], [0.0, 0.0, 0.1], [-0.1, 0.0, 0.0], [-0.1, -0.2, 0.0], [1.3, -1.3, 0.2], [-0.2, 0.0, 0.0], [0.0, 0.0, 0.0], [0.0, 0.0, 0.0], [0.0, -0.1, 0.1], [0.0, 0.0, 0.0], [0.1, 0.2, -0.2], [0.0, 0.0, 0.0], [0.0, 0.0, 0.0], [0.0, 0.0, 0.0], [0.0, 0.0, 0.0], [0.0, 0.0, 0.0], [0.0, 0.0, 0.0], [0.0, 0.0, 0.0], [0.0, 0.0, 0.0], [0.0, 0.0, 0.0], [0.0, 0.0, 0.0], [0.0, 0.0, 0.0], [0.0, 0.0, 0.0], [0.0, 0.0, 0.0], [0.1, -0.1, 0.1], [0.0, 0.0, 0.0], [0.0, 0.0, 0.0], [0.0, 0.0, 0.0], [0.0, 0.0, 0.0], [0.0, 0.0, 0.0], [0.0, 0.0, 0.0], [0.0, -0.1, -0.1], [0.0, 0.4, 0.3], [0.1, -0.4, -0.2], [-0.1, 0.1, 0.0], [0.0, 0.0, 0.0], [0.0, -0.1, -0.1], [-0.1, 0.1, 0.0], [0.0, 0.0, 0.1], [-0.1, -0.2, -0.2], [0.0, 0.1, 0.1], [0.0, 0.0, 0.0], [0.0, 0.0, 0.0], [0.0, 0.0, 0.0], [0.0, -0.1, 0.0], [0.0, 0.0, 0.0], [0.2, 0.0, 0.1], [-0.1, 0.0, -0.1], [0.0, 0.0, 0.1], [0.0, 0.1, 0.1], [-0.1, 0.0, 0.0], [0.0, 0.0, 0.0], [0.0, 0.0, 0.0], [0.0, 0.0, 0.0], [0.0, 0.0, 0.0], [0.0, 0.0, 0.0], [0.0, 0.0, 0.0], [0.0, 0.0, 0.0], [0.0, 0.0, 0.0], [0.0, 0.0, 0.0], [0.0, 0.0, 0.0], [0.0, 0.0, 0.0], [0.0, 0.0, 0.0], [0.0, 0.0, 0.0], [0.0, 0.0, 0.0], [0.0, 0.0, 0.0], [-0.6, 0.3, 0.2], [0.0, 0.0, 0.0], [0.0, 0.0, 0.0], [0.0, 0.0, 0.0], [0.0, 0.0, 0.1], [0.0, 0.0, 0.0], [-0.1, -0.2, 0.2], [0.1, 0.2, 0.0], [0.1, -0.1, 0.0], [0.1, 0.0, 0.0], [0.0, 0.0, 0.0], [0.0, 0.0, 0.0], [0.0, 0.0, 0.0], [0.0, 0.0, 0.0], [0.0, 0.0, 0.0], [0.0, 0.0, 0.0], [0.0, 0.0, 0.0], [0.0, 0.0, 0.0], [0.0, 0.0, 0.0], [-0.1, 0.0, 0.0], [-0.1, 0.0, -0.1], [0.0, 0.0, 0.0], [0.0, 0.0, 0.0], [0.0, 0.0, 0.0], [0.1, -0.1, 0.0], [-0.2, 0.2, 0.2], [1.4, 0.4, -1.6], [-0.1, -0.2, 0.1], [0.0, 0.0, -0.1], [0.1, -0.1, -0.1], [0.0, 0.0, -0.1], [0.1, 0.0, 0.2], [0.0, 0.0, -0.1], [0.0, 0.0, -0.1], [0.0, 0.0, 0.0], [0.0, 0.0, 0.0], [0.0, 0.0, 0.0], [0.0, 0.0, 0.0]]
}

=====

| no. | E_tot (eV) |
| --- | --- |
| 1 | -54226.4470 |
| 2 | -51988.2539 |
| 3 | -10278.2334 |
| 4 | -104887.5885 |